The following is a DFT calculation (wB97M-V/def2-TZVPD) of a structure of composition C43H38N5OPSTi in a non-equilibrium geometry.

```
90
Properties=species:S:1:pos:R:3:forces:R:3
Ti 0.3336 1.0768 -0.6761 -1.7 -0.2 -1.2
O 1.6778 -0.0704 -0.0713 1.1 -0.6 0.6
N 2.6223 -0.9848 -0.2761 -0.8 0.4 -0.2
C 2.4453 -1.7765 -1.3662 0.1 0.0 0.1
C 3.3391 -2.7567 -1.6716 0.0 0.2 0.2
C 4.4423 -2.9098 -0.8074 0.0 -0.2 -0.2
C 4.5920 -2.0983 0.2734 -0.1 0.3 0.3
C 3.6655 -1.0498 0.5987 0.5 -0.5 -0.2
S 3.8599 0.0100 1.8875 0.0 0.0 0.0
H 1.5576 -1.5542 -1.9416 0.0 0.0 0.0
H 3.1813 -3.3611 -2.5516 0.0 0.0 0.0
H 5.1828 -3.6770 -1.0050 0.0 0.0 0.0
H 5.4342 -2.1927 0.9449 0.0 0.0 0.0
C -3.7258 0.6436 0.4002 0.0 0.0 0.0
C -3.7992 -0.4876 1.3872 -0.2 0.0 0.0
C -5.0267 -1.0944 1.6535 0.1 0.0 0.0
C -5.1411 -2.1301 2.5686 -0.1 0.0 0.0
C -4.0137 -2.5865 3.2339 0.1 0.1 -0.1
C -2.7844 -1.9902 2.9779 0.0 -0.2 0.1
C -2.6633 -0.9419 2.0738 0.3 0.2 -0.1
P -1.0566 -0.0862 1.7356 -0.1 -0.1 0.2
C 0.1169 -1.3336 2.3834 -0.1 0.0 0.0
C 0.2822 -2.3814 1.4708 0.1 -0.1 0.0
C 1.1420 -3.4366 1.7260 0.0 0.1 0.0
C 1.8703 -3.4436 2.9079 0.0 0.0 0.0
C 1.7264 -2.3990 3.8045 0.0 0.0 0.0
C 0.8604 -1.3316 3.5642 0.1 -0.1 0.1
C 0.8030 -0.2106 4.5639 0.0 0.1 0.0
C -1.2498 1.4134 2.7381 0.0 -0.1 -0.1
C -2.2309 1.5712 3.7170 -0.1 -0.1 0.1
C -2.6271 2.8222 4.1568 0.1 0.0 -0.1
C -2.0424 3.9467 3.5663 0.0 0.0 0.0
C -1.0569 3.8061 2.6121 0.0 0.0 0.0
C -0.5928 2.5411 2.1877 0.2 0.3 -0.2
C 0.4733 2.4115 1.1931 -0.3 -0.2 0.4
H -4.6033 0.6502 -0.2473 0.0 0.0 0.0
H -2.8339 0.5768 -0.2323 0.0 0.0 0.0
H -3.6879 1.6019 0.9276 0.0 0.0 0.0
H -5.9018 -0.7438 1.1173 0.0 0.0 0.0
H -6.1083 -2.5841 2.7543 0.0 0.0 0.0
H -4.0814 -3.4032 3.9429 0.0 0.0 0.0
H -1.9006 -2.3562 3.4904 0.0 0.0 0.0
H -0.2521 -2.3452 0.5251 0.0 0.0 0.0
H 1.2622 -4.2245 0.9927 0.0 0.0 0.0
H 2.5687 -4.2447 3.1179 0.0 0.0 0.0
H 2.3243 -2.3830 4.7083 0.0 0.0 0.0
H 1.4213 -0.4536 5.4290 0.0 0.0 0.0
H -0.2159 -0.0173 4.9030 0.0 0.0 0.0
H 1.1781 0.7182 4.1279 0.0 0.0 0.0
H -2.7229 0.6906 4.1195 0.0 0.0 0.0
H -3.3934 2.9225 4.9151 0.0 0.0 0.0
H -2.3643 4.9416 3.8573 0.0 0.0 0.0
H -0.6072 4.6844 2.1619 0.0 0.0 0.0
H 1.3032 1.8064 1.5824 0.0 0.0 0.0
H 0.8423 3.3833 0.8570 0.0 -0.1 0.0
C 5.4171 0.8317 -3.2351 -0.1 0.0 0.0
C 5.0629 1.0930 -1.9136 0.0 0.0 0.0
C 3.7674 1.4417 -1.5782 0.0 0.0 0.1
C 2.7526 1.5035 -2.5476 -0.1 0.0 0.0
C 3.1266 1.2806 -3.8861 0.1 -0.1 0.0
C 4.4323 0.9451 -4.2100 0.0 0.0 0.0
N 1.4513 1.7873 -2.1752 0.0 0.2 -0.6
N 0.7060 2.3106 -3.2693 0.1 -0.2 0.3
C -0.4415 2.7691 -2.8723 -0.2 0.2 -0.1
C -1.3479 3.4065 -3.8090 0.2 -0.1 0.2
C -2.4899 3.9707 -3.3590 -0.2 0.1 0.1
C -2.8126 3.9477 -1.9671 0.1 0.0 -0.2
C -1.9442 3.2901 -1.1401 0.2 -0.1 0.2
N -0.8185 2.6834 -1.5437 0.0 0.1 -0.1
H 6.4330 0.5616 -3.4968 0.0 0.0 0.0
H 5.8024 1.0331 -1.1228 0.0 0.0 0.0
H 3.5253 1.6624 -0.5444 0.0 0.0 0.0
H 2.3658 1.3664 -4.6477 0.0 0.0 0.0
H 4.6813 0.7592 -5.2503 0.0 0.0 0.0
H -1.0637 3.4153 -4.8525 0.0 0.0 0.0
H -3.1660 4.4502 -4.0611 0.0 0.0 0.0
H -3.7110 4.3995 -1.5719 0.0 0.0 0.0
H -2.1430 3.2189 -0.0735 0.0 0.0 0.0
N -0.8212 -0.0630 -1.4885 0.9 0.4 0.2
C -0.9759 -1.0452 -2.3951 -0.1 0.1 0.3
C -0.2844 -1.0641 -3.6346 0.1 0.1 -0.2
C -0.4217 -2.1076 -4.5305 0.0 0.0 0.0
C -1.2552 -3.1950 -4.2673 0.0 0.1 0.1
C -1.9559 -3.1931 -3.0629 0.0 0.0 0.0
C -1.8269 -2.1557 -2.1558 -0.1 -0.1 0.1
H 0.3511 -0.2140 -3.8649 0.0 0.0 0.0
H 0.1354 -2.0690 -5.4620 0.0 0.0 0.0
H -1.3574 -4.0075 -4.9753 0.0 0.0 0.0
H -2.6171 -4.0206 -2.8238 0.0 0.0 0.0
H -2.3810 -2.1713 -1.2223 0.0 0.0 0.0
```
Positions in Å, forces in eV/Å.

Energy relative to the best compared isomer or geometry (same formula, charge and spin) ... 0.0 kJ/mol
Orbital gap (spin up / spin down) ... 5.0 / 5.0 eV
Largest force on an atom ... 2.088 eV/Å
HOMO level (spin up / spin down) ... -0.6 / -0.6 eV
E_tot ... -97946.64176 eV
Charge ... -2